78
Properties=species:S:1:pos:R:3:forces:R:3:lowdin_spin:R:1 method="wB97M-V/def2-TZVPD" lumo_ev="0.036 / -0.231" multiplicity=3 orbital_gap_ev="6.1 / 6.2" homo_ev="-6.02 / -6.43" relative_energy_kcal_mol=0.00
Ti -0.576 -0.908 0.319 0.01 0.01 0.21 0.981
C -4.860 -0.172 1.151 -0.01 0.01 0.00 0.042
C -3.372 -0.244 1.215 0.00 0.02 0.00 0.279
N -2.648 -0.768 0.194 -0.06 -0.04 -0.07 0.166
N -3.197 -0.648 -1.081 -0.05 0.07 0.01 0.019
C -2.575 0.108 -1.979 0.03 0.00 0.00 0.011
N -3.089 0.133 -3.227 0.01 -0.03 -0.02 0.004
S -1.203 1.030 -1.566 0.02 0.02 0.00 0.011
C -2.583 0.237 2.284 0.00 0.01 0.00 0.061
C -3.098 0.657 3.531 0.00 0.00 0.01 0.079
C -2.254 1.190 4.470 0.00 0.00 0.00 0.023
C -0.894 1.326 4.175 0.00 0.00 -0.01 0.111
C -0.441 0.870 2.956 0.00 0.00 0.00 0.009
N -1.234 0.313 2.033 -0.03 -0.04 -0.03 0.118
H -5.180 0.360 0.251 0.00 -0.01 0.00 0.009
H -5.278 0.354 2.005 0.00 0.00 0.00 -0.001
H -5.304 -1.173 1.119 0.00 0.00 0.00 0.013
H -3.920 -1.295 -1.366 0.03 -0.03 -0.02 0.001
H -3.722 -0.592 -3.529 0.00 0.00 0.00 0.000
H -2.535 0.577 -3.937 0.00 0.01 0.00 0.001
H -4.150 0.543 3.744 0.00 0.00 0.00 0.004
H -2.641 1.504 5.431 0.00 0.00 0.00 -0.001
H -0.197 1.754 4.881 0.00 0.00 0.00 0.006
H 0.603 0.948 2.688 0.00 0.00 0.01 -0.001
S 2.984 -1.871 6.472 0.02 -0.03 -0.01 0.001
C 2.312 -1.836 4.972 -0.06 0.08 0.04 0.001
S 0.895 -2.718 4.528 0.02 -0.03 -0.01 0.000
C 0.781 -2.186 2.866 0.00 -0.01 0.00 0.007
C 1.732 -1.318 2.466 0.00 0.00 0.01 0.007
S 1.816 -0.581 0.882 -0.06 0.04 0.01 0.005
S 2.917 -0.872 3.671 0.02 -0.03 -0.01 -0.001
S -0.528 -2.770 1.874 0.05 0.02 -0.08 0.004
C 3.764 -0.726 -4.002 -0.01 0.01 -0.01 0.000
N 2.397 -0.501 -3.423 0.15 0.07 0.05 0.000
C 1.577 0.307 -4.397 0.02 0.00 -0.01 0.000
N 2.223 1.538 -4.740 0.00 0.01 0.00 0.000
C 3.559 1.264 -5.262 -0.01 0.00 0.00 0.000
N 4.400 0.516 -4.331 0.00 0.00 -0.01 0.000
C 4.722 1.311 -3.137 0.00 0.01 0.00 0.000
P 3.239 1.856 -2.144 -0.01 0.01 -0.02 0.000
C 2.470 0.176 -2.091 0.02 -0.20 -0.10 0.002
C 2.257 2.468 -3.602 0.00 0.00 0.00 0.000
H 3.634 -1.331 -4.900 0.00 0.00 0.00 0.000
H 4.346 -1.283 -3.268 0.00 0.00 0.00 0.000
H 1.871 -1.408 -3.266 -0.15 -0.01 -0.01 0.000
H 0.614 0.490 -3.919 -0.01 0.00 0.01 0.000
H 1.446 -0.317 -5.282 0.00 0.00 0.00 0.000
H 4.047 2.209 -5.500 0.00 0.00 0.00 0.000
H 3.458 0.682 -6.180 0.00 0.00 0.00 0.000
H 5.283 2.193 -3.451 0.00 0.00 0.00 0.000
H 5.383 0.729 -2.491 0.00 0.00 0.00 0.000
H 1.448 0.192 -1.714 0.01 0.18 0.07 0.003
H 3.040 -0.474 -1.425 0.00 0.03 0.01 0.000
H 2.677 3.417 -3.940 0.00 0.00 0.00 0.000
H 1.233 2.666 -3.278 0.00 0.00 0.00 0.000
C -5.214 -4.899 -4.619 0.00 0.00 0.00 0.000
C -3.955 -4.287 -4.066 -0.01 0.00 0.00 0.001
C -3.530 -4.560 -2.775 -0.02 0.00 0.01 0.000
C -2.365 -4.008 -2.246 0.00 0.04 -0.01 0.001
C -1.993 -4.334 -0.827 0.01 -0.03 0.01 0.002
C -1.589 -3.172 -3.057 0.05 -0.02 0.00 0.000
C -1.987 -2.899 -4.375 0.01 0.00 -0.01 0.000
C -1.187 -2.019 -5.301 -0.04 0.00 -0.05 0.000
C -3.173 -3.446 -4.849 0.00 0.02 0.00 0.000
C -0.350 -2.506 -2.511 -0.31 0.13 -0.03 0.005
O 0.672 -2.455 -3.217 0.07 -0.12 0.00 0.007
O -0.470 -1.964 -1.371 0.30 -0.19 0.00 0.006
H -5.748 -5.462 -3.855 0.00 0.00 0.00 0.000
H -4.985 -5.580 -5.441 0.00 0.00 0.00 0.000
H -5.886 -4.133 -5.010 0.00 0.00 0.00 0.000
H -4.117 -5.227 -2.153 0.00 0.00 0.00 0.000
H -2.474 -5.261 -0.514 0.00 0.00 -0.01 0.000
H -2.320 -3.541 -0.151 -0.01 0.01 0.02 0.001
H -0.919 -4.436 -0.685 -0.01 0.00 0.00 0.000
H -0.797 -1.142 -4.786 -0.03 0.02 -0.01 0.000
H -1.806 -1.689 -6.137 0.00 -0.01 0.01 0.000
H -0.329 -2.559 -5.703 0.01 0.01 0.02 0.000
H -3.484 -3.223 -5.865 0.00 0.00 0.00 0.000



71
Properties=species:S:1:pos:R:3:forces:R:3:nbo_charge:R:1 method="wB97M-V/def2-TZVPD" charge=+1 lumo_ev=-2.835 orbital_gap_ev=7.7 homo_ev=-10.51 relative_energy_kcal_mol=2.31
Mg -0.406 -0.258 0.102 0.13 0.18 -0.06 1.668
Cl 3.692 1.388 5.939 -0.05 -0.02 -0.03 0.017
C 2.488 1.029 4.739 -0.06 -0.01 0.17 -0.113
C 1.180 0.683 5.150 0.01 -0.01 0.04 -0.150
C 0.202 0.400 4.239 0.00 0.02 0.08 -0.283
C 0.459 0.434 2.838 -0.07 0.13 -0.22 0.423
O -0.471 0.172 1.997 0.12 -0.01 0.48 -0.852
C 1.798 0.767 2.445 0.02 -0.04 -0.13 -0.285
C 2.213 0.766 1.081 -0.23 0.05 -0.03 0.405
O 1.557 0.384 0.094 0.24 0.06 0.14 -0.738
C 2.785 1.079 3.416 0.08 0.06 -0.13 -0.179
H 0.961 0.650 6.212 0.01 0.01 -0.06 0.239
H -0.801 0.145 4.556 0.03 0.01 0.00 0.236
H 3.238 1.122 0.896 0.06 0.00 0.00 0.147
H 3.784 1.356 3.092 -0.06 -0.03 0.01 0.229
C -1.150 -0.715 -4.163 -0.05 -0.06 0.00 -0.948
As -0.499 0.329 -2.665 0.19 0.16 0.03 0.800
C 1.367 0.537 -3.208 -0.04 0.00 0.01 -0.929
C -1.115 2.128 -3.122 0.02 0.00 0.01 -0.356
C -1.444 2.448 -4.438 -0.01 0.05 0.03 -0.154
C -1.805 3.741 -4.784 0.00 0.00 0.01 -0.210
C -1.833 4.736 -3.815 0.00 -0.03 0.01 -0.194
C -1.511 4.425 -2.503 -0.03 -0.06 -0.04 -0.203
C -1.158 3.126 -2.141 0.01 0.03 -0.03 -0.338
As -0.740 2.691 -0.284 -0.17 -0.06 -0.06 0.832
C 0.751 3.907 0.024 0.10 -0.07 0.00 -0.940
C -2.138 3.691 0.632 0.02 0.03 0.00 -0.939
H -0.669 -0.407 -5.088 -0.01 -0.01 -0.06 0.229
H -2.229 -0.605 -4.251 -0.04 -0.01 -0.01 0.242
H -0.920 -1.761 -3.970 0.02 -0.02 -0.02 0.245
H 1.416 0.945 -4.216 0.01 0.01 -0.04 0.228
H 1.869 -0.429 -3.175 -0.01 -0.03 0.00 0.231
H 1.862 1.211 -2.512 0.01 0.02 0.00 0.237
H -1.421 1.687 -5.209 0.00 0.01 0.00 0.204
H -2.059 3.974 -5.811 0.00 0.00 0.03 0.224
H -2.108 5.749 -4.080 0.01 -0.03 0.00 0.225
H -1.543 5.207 -1.753 0.00 0.00 -0.01 0.211
H 0.467 4.930 -0.210 0.00 0.03 -0.02 0.230
H 1.593 3.614 -0.601 0.01 0.01 0.00 0.233
H 1.046 3.844 1.071 0.01 0.02 0.03 0.234
H -2.045 4.757 0.433 -0.02 0.03 0.01 0.223
H -2.050 3.516 1.703 0.01 -0.01 0.02 0.240
H -3.110 3.341 0.293 -0.04 -0.02 0.00 0.239
Cl -3.152 0.267 -0.281 -0.29 0.14 -0.12 -0.067
C -4.766 -0.387 0.142 0.09 -0.22 0.09 -0.372
Cl -4.748 -2.123 0.398 0.06 0.03 -0.02 0.016
H -5.417 -0.158 -0.689 -0.04 0.05 -0.08 0.232
H -5.084 0.102 1.052 0.01 0.06 0.07 0.232
C 3.162 -2.867 2.906 -0.08 0.00 -0.05 -0.417
N 2.321 -3.261 1.741 0.05 0.07 -0.01 -0.339
C 2.828 -2.666 0.468 0.03 -0.04 0.18 -0.423
C 0.865 -2.898 1.985 0.07 0.12 -0.04 -0.247
C -0.017 -3.344 0.859 0.03 -0.01 0.07 -0.037
C -0.280 -4.712 0.756 -0.08 -0.06 0.03 -0.258
C -1.085 -5.195 -0.263 0.03 0.02 0.05 -0.219
C -1.635 -4.289 -1.161 0.05 0.06 0.02 -0.209
C -1.364 -2.931 -1.030 0.18 -0.05 0.00 -0.238
C -0.531 -2.387 -0.029 -0.34 -0.34 -0.32 -0.616
H 4.196 -3.144 2.718 0.02 -0.01 0.00 0.228
H 2.791 -3.370 3.796 0.01 -0.01 -0.01 0.232
H 3.075 -1.789 3.034 0.01 -0.01 -0.01 0.235
H 2.354 -4.275 1.640 0.00 -0.06 -0.03 0.427
H 2.730 -1.586 0.542 0.03 -0.15 -0.04 0.232
H 2.218 -3.026 -0.354 -0.03 -0.01 -0.01 0.255
H 3.868 -2.952 0.340 0.02 -0.02 -0.01 0.221
H 0.865 -1.815 2.094 -0.07 -0.10 0.02 0.229
H 0.602 -3.354 2.940 0.03 -0.03 0.02 0.219
H 0.109 -5.410 1.499 -0.01 0.07 -0.06 0.195
H -1.302 -6.253 -0.340 0.02 0.03 -0.01 0.221
H -2.281 -4.645 -1.956 0.01 0.03 0.03 0.217
H -1.827 -2.265 -1.755 -0.03 0.01 0.03 0.189



74
Properties=species:S:1:pos:R:3:forces:R:3:lowdin_spin:R:1 method="wB97M-V/def2-TZVPD" lumo_ev="-0.890 / -1.003" multiplicity=6 orbital_gap_ev="4.5 / 5.6" homo_ev="-5.39 / -6.60" relative_energy_kcal_mol=22.53
Mn 0.257 -2.211 0.512 0.16 0.03 0.01 4.537
C 1.788 -2.471 -3.154 0.69 0.43 -0.52 0.003
C 1.850 -1.165 -3.429 0.36 -0.81 -0.11 0.002
C 0.765 -0.319 -4.018 -0.30 0.21 -0.23 0.004
C -0.721 -0.736 -3.831 -0.79 0.18 -0.28 0.017
C -1.219 -1.278 -2.530 0.28 -0.84 0.92 0.093
C -0.771 -2.385 -1.873 -1.41 0.15 -0.53 0.106
C -0.444 -3.618 -2.645 1.02 -0.65 -0.21 0.028
C 0.731 -3.395 -3.631 -0.75 -0.59 -0.25 0.003
C -0.663 -0.727 2.431 -1.07 1.40 2.18 -0.009
H 2.642 -2.965 -2.690 -0.05 0.27 -0.16 0.001
H 2.830 -0.688 -3.349 -0.35 0.14 0.50 0.000
H 0.919 -0.251 -5.104 0.03 0.07 0.10 0.001
H 0.905 0.718 -3.664 -0.12 -0.33 0.04 0.000
H -1.350 0.165 -3.952 0.43 -0.23 -0.54 0.001
H -1.026 -1.444 -4.605 0.11 0.16 -0.32 0.005
H -2.157 -0.831 -2.198 0.65 0.53 0.64 0.007
H -0.993 -2.556 -0.796 -1.46 -0.24 -1.29 0.075
H -1.345 -3.926 -3.231 0.55 0.24 0.48 0.001
H -0.199 -4.473 -1.979 -0.10 0.56 -0.11 0.018
H 1.204 -4.373 -3.786 -0.13 0.20 -0.34 0.001
H 0.335 -3.029 -4.597 0.26 -0.34 0.42 0.000
H 0.130 -1.561 2.387 -0.84 0.83 -0.50 0.012
H -1.454 -1.229 3.015 -0.37 0.45 -0.60 0.000
H -0.298 0.003 3.202 0.32 -0.32 -0.83 -0.003
P -1.447 0.198 1.033 -1.56 -0.52 -0.98 -0.175
P 1.030 1.896 1.153 3.34 -0.74 -2.09 0.002
N -2.623 -0.995 0.598 0.04 -0.74 -0.01 -0.018
N -2.549 1.570 1.463 0.30 -0.77 0.58 -0.055
N 1.845 0.291 0.815 -1.01 -1.45 0.32 0.055
N 2.595 2.674 0.885 -0.17 1.20 1.43 0.002
C -0.836 0.941 -0.599 0.98 -0.10 -0.22 -0.021
C 0.313 1.963 -0.577 0.26 0.64 0.81 0.000
C -2.464 -2.333 0.998 -0.95 -0.49 0.45 0.041
C -3.542 -3.085 0.572 0.79 1.07 0.08 0.020
C -4.375 -2.193 -0.165 0.41 0.37 -0.13 -0.012
C -3.791 -0.938 -0.163 -0.20 -0.70 0.40 0.019
C -3.297 1.536 2.646 -0.27 0.96 -0.52 -0.001
C -4.186 2.601 2.649 0.75 -0.95 -0.42 0.000
C -3.992 3.321 1.427 0.95 -1.09 -0.31 -0.001
C -2.986 2.678 0.714 -0.40 0.21 0.50 -0.005
C 1.811 -0.801 1.680 3.05 -0.45 -0.79 0.071
C 2.347 -1.953 1.019 0.92 1.69 0.47 0.041
C 2.761 -1.482 -0.286 0.47 0.81 0.51 0.042
C 2.424 -0.148 -0.365 0.71 -0.03 -0.37 0.017
C 3.508 2.757 -0.160 0.71 0.61 -0.04 0.000
C 4.615 3.499 0.244 -1.20 -0.32 0.08 0.000
C 4.376 3.912 1.599 -0.72 -0.51 -0.01 0.000
C 3.158 3.361 1.980 0.53 0.31 -0.54 0.000
H -1.711 1.388 -1.125 0.35 -0.76 0.57 -0.002
H -0.431 0.097 -1.194 -0.70 0.37 0.61 -0.004
H 1.074 1.724 -1.349 -0.63 0.25 0.51 0.000
H -0.033 2.998 -0.723 0.01 -0.29 0.00 0.000
H -1.640 -2.663 1.634 -0.67 0.07 -0.24 0.054
H -3.703 -4.133 0.789 0.04 0.19 -0.12 0.001
H -5.286 -2.487 -0.664 -0.01 0.27 -0.01 -0.001
H -4.131 -0.023 -0.613 0.02 0.16 0.05 0.003
H -3.076 0.788 3.388 -0.14 0.00 0.07 0.000
H -4.924 2.803 3.409 0.15 0.05 0.03 0.000
H -4.548 4.180 1.096 0.08 0.09 -0.04 -0.001
H -2.538 2.936 -0.243 -0.24 -0.07 0.43 0.000
H 1.919 -0.584 2.728 -0.74 -0.16 0.28 0.002
H 2.675 -2.867 1.517 -0.18 0.40 -0.19 0.019
H 3.456 -1.966 -0.975 -0.72 -0.03 0.21 0.002
H 2.764 0.572 -1.119 -0.65 -0.76 0.34 0.000
H 3.329 2.315 -1.128 -0.03 0.23 0.14 0.000
H 5.477 3.737 -0.381 -0.36 -0.12 0.23 0.000
H 5.013 4.557 2.213 -0.33 -0.54 -0.25 0.000
H 2.661 3.323 2.948 0.14 0.21 -0.25 0.000
F 2.126 0.875 3.963 -0.24 -0.27 0.38 0.000
B 1.433 1.743 4.880 0.58 0.92 -0.22 0.000
F 2.229 2.943 4.887 -0.74 -0.72 0.42 0.000
F 0.183 2.030 4.264 0.03 -0.24 0.28 0.000
F 1.272 1.187 6.151 0.14 0.23 -0.89 0.000